{"formula": "C32H31AuBrNP2", "method": "wB97M-V/def2-TZVPD", "symbols": ["Au", "N", "C", "C", "C", "C", "C", "C", "P", "C", "C", "C", "C", "C", "C", "C", "C", "C", "C", "C", "C", "H", "H", "H", "H", "H", "H", "H", "H", "H", "H", "H", "H", "H", "H", "H", "H", "C", "P", "C", "C", "C", "C", "C", "C", "C", "H", "H", "H", "H", "H", "H", "H", "H", "H", "H", "H", "Br", "C", "C", "C", "C", "C", "C", "H", "H", "H", "H"], "positions_angstrom": [[0.570, 0.131, 0.226], [-1.121, -1.607, 0.891], [-1.774, -1.330, 2.162], [-2.735, -2.204, 2.653], [-3.374, -1.937, 3.853], [-3.069, -0.785, 4.568], [-2.130, 0.101, 4.072], [-1.479, -0.161, 2.865], [-0.292, 1.047, 2.243], [1.177, 0.950, 3.272], [1.312, -0.018, 4.267], [2.472, -0.066, 5.027], [3.498, 0.836, 4.787], [3.378, 1.788, 3.779], [2.228, 1.840, 3.014], [-1.010, 2.682, 2.305], [-0.650, 3.609, 3.281], [-1.268, 4.851, 3.304], [-2.239, 5.162, 2.363], [-2.602, 4.235, 1.391], [-1.986, 2.997, 1.357], [-0.683, -2.523, 0.870], [-1.833, -1.629, 0.166], [-2.978, -3.100, 2.095], [-4.115, -2.629, 4.230], [-3.573, -0.573, 5.501], [-1.912, 1.013, 4.615], [0.512, -0.720, 4.464], [2.571, -0.804, 5.811], [4.397, 0.801, 5.388], [4.183, 2.487, 3.595], [2.132, 2.586, 2.232], [0.099, 3.367, 4.024], [-0.994, 5.572, 4.062], [-2.716, 6.133, 2.383], [-3.361, 4.483, 0.662], [-2.263, 2.280, 0.593], [3.281, -1.893, -0.210], [2.012, -1.073, -1.197], [2.858, -0.150, -2.493], [1.017, -2.325, -2.020], [0.949, -3.631, -1.538], [0.105, -4.550, -2.146], [-0.675, -4.167, -3.227], [-0.613, -2.865, -3.708], [0.224, -1.941, -3.104], [2.859, -2.469, 0.612], [3.958, -1.145, 0.201], [3.836, -2.560, -0.873], [3.372, -0.848, -3.154], [3.586, 0.528, -2.048], [2.145, 0.436, -3.068], [1.567, -3.953, -0.708], [0.072, -5.570, -1.786], [-1.330, -4.886, -3.701], [-1.209, -2.572, -4.562], [0.263, -0.928, -3.489], [-0.771, 4.688, -4.406], [-0.331, 3.415, -3.096], [0.887, 3.501, -2.436], [1.222, 2.568, -1.459], [0.300, 1.577, -1.187], [-0.925, 1.459, -1.820], [-1.232, 2.402, -2.797], [1.579, 4.297, -2.675], [2.167, 2.639, -0.941], [-1.632, 0.671, -1.594], [-2.177, 2.343, -3.320]], "lowdin_charge": [0.89, 0.04, -0.30, -0.01, -0.03, -0.04, -0.06, -0.31, 0.99, -0.38, -0.07, -0.05, -0.04, -0.05, -0.11, -0.36, -0.07, -0.05, -0.04, -0.05, -0.09, 0.09, 0.11, 0.13, 0.12, 0.12, 0.12, 0.11, 0.12, 0.12, 0.12, 0.11, 0.11, 0.12, 0.12, 0.12, 0.09, -0.22, 0.82, -0.21, -0.39, -0.10, -0.06, -0.05, -0.05, -0.09, 0.05, 0.06, 0.08, 0.08, 0.06, 0.05, 0.10, 0.12, 0.12, 0.12, 0.10, 0.83, -0.69, -0.10, -0.11, -0.34, -0.13, -0.11, 0.12, 0.11, 0.10, 0.12], "e_tot_ha": -4684.65797, "relative_energy_kcal_mol": 0.0, "mol_weight_g_mol": 768.43, "homo_lumo_gap_ev": 6.39, "charge": 2}

{"formula": "C3H4InO4", "method": "wB97M-V/def2-TZVPD", "symbols": ["C", "O", "O", "C", "O", "C", "In", "H", "H", "O", "H", "H"], "positions_angstrom": [[0.735, 0.582, 0.542], [1.938, 0.556, 0.741], [-0.200, 0.779, 1.477], [-1.413, 0.883, 0.829], [0.184, 0.646, -0.653], [-1.187, 0.711, -0.475], [3.278, 0.759, 2.023], [-1.810, 0.756, -1.360], [-2.309, 0.970, 1.433], [0.368, -1.999, -1.828], [-0.481, -1.980, -1.350], [0.897, -2.664, -1.379]], "lowdin_spin": [0.02, 0.22, 0.01, 0.00, 0.01, 0.00, 0.74, 0.00, 0.00, 0.00, 0.00, 0.00], "e_tot_ha": -607.00254, "relative_energy_kcal_mol": 0.0, "multiplicity": 2, "mol_weight_g_mol": 218.88, "homo_lumo_gap_ev": [7.47, 3.24], "charge": 2}

{"formula": "CH8NO2", "method": "wB97M-V/def2-TZVPD", "symbols": ["C", "N", "H", "H", "H", "H", "H", "H", "O", "H", "H", "O"], "positions_angstrom": [[-0.686, -0.254, -1.164], [0.556, -0.422, -0.743], [-1.225, 0.664, -1.384], [-1.082, -1.216, -1.484], [1.076, -1.130, -1.228], [0.571, -0.229, 0.266], [1.739, 2.267, 0.340], [0.495, 3.009, -0.047], [0.827, 2.105, 0.111], [-0.995, -0.799, 1.833], [-0.836, -2.220, 2.100], [-0.755, -1.597, 1.359]], "lowdin_charge": [0.18, 0.14, 0.13, 0.12, 0.14, 0.12, 0.05, 0.07, -0.05, 0.05, 0.08, -0.04], "e_tot_ha": -247.78775, "relative_energy_kcal_mol": 61.8, "mol_weight_g_mol": 66.08, "homo_lumo_gap_ev": 9.40, "charge": 1}

{"formula": "C6H8", "method": "wB97M-V/def2-TZVPD", "symbols": ["C", "C", "C", "C", "C", "C", "H", "H", "H", "H", "H", "H", "H", "H"], "positions_angstrom": [[2.555, -0.344, 0.633], [1.377, -0.136, 0.465], [-0.033, 0.139, 0.194], [-0.262, 1.463, -0.555], [-0.881, -0.860, -0.544], [-0.995, -0.839, 0.931], [3.609, -0.546, 0.674], [-1.257, 1.889, -0.379], [-0.256, 1.138, -1.610], [0.546, 2.194, -0.434], [-0.292, -1.536, -1.146], [-1.696, -0.338, -1.046], [-1.918, -0.526, 1.426], [-0.498, -1.696, 1.389]], "lowdin_charge": [0.12, -0.10, -0.46, -0.05, -0.14, -0.06, 0.02, 0.08, 0.08, 0.08, 0.12, 0.10, 0.10, 0.11], "smiles": "C#CC1(C)CC1", "e_tot_ha": -233.29069, "relative_energy_kcal_mol": 60.4, "mol_weight_g_mol": 80.13, "homo_lumo_gap_ev": 10.13}

{"formula": "C44H89Br2FN4O4P", "method": "wB97M-V/def2-TZVPD", "symbols": ["C", "C", "C", "C", "C", "C", "C", "C", "C", "C", "C", "C", "C", "C", "O", "C", "C", "Br", "P", "O", "C", "C", "N", "C", "C", "C", "F", "N", "Br", "C", "C", "C", "C", "C", "H", "H", "H", "H", "H", "H", "H", "H", "H", "H", "H", "H", "H", "H", "H", "H", "H", "H", "H", "H", "H", "H", "H", "H", "H", "H", "H", "H", "H", "H", "H", "H", "H", "H", "H", "H", "H", "H", "H", "H", "H", "H", "H", "H", "H", "H", "H", "H", "H", "H", "H", "H", "H", "C", "C", "C", "C", "C", "C", "N", "O", "C", "C", "C", "H", "H", "H", "H", "H", "H", "H", "H", "H", "H", "H", "H", "H", "H", "H", "H", "H", "H", "C", "C", "C", "C", "C", "C", "N", "O", "C", "C", "C", "H", "H", "H", "H", "H", "H", "H", "H", "H", "H", "H", "H", "H", "H", "H", "H", "H", "H"], "positions_angstrom": [[1.052, -3.518, -2.300], [0.678, -3.792, -0.833], [0.197, -2.505, -0.151], [1.287, -1.788, 0.645], [0.760, -0.375, 1.041], [1.749, 0.779, 0.735], [1.173, 1.856, -0.208], [1.616, 1.655, -1.679], [0.810, 0.521, -2.309], [0.868, 0.155, -3.806], [0.400, 0.880, -5.127], [-0.013, -0.386, -5.965], [-0.303, -0.355, -7.480], [-1.523, -1.210, -7.799], [-1.349, -2.494, -7.261], [-2.366, -3.391, -7.677], [1.675, 1.431, -5.885], [2.868, 2.471, -4.663], [2.885, 0.128, -6.462], [3.063, -1.082, -5.626], [1.417, 2.328, -7.171], [2.430, 3.428, -7.503], [3.774, 2.943, -7.802], [3.990, 2.802, -9.251], [0.027, 3.008, -7.235], [-0.421, 3.164, -5.824], [-1.347, 4.161, -5.691], [-0.762, 1.882, -5.099], [-1.080, 2.740, -3.340], [-2.123, 1.282, -5.388], [-2.582, 0.320, -4.276], [-3.293, 2.279, -5.573], [-4.529, 1.463, -6.079], [-5.687, 1.396, -5.066], [1.708, -4.294, -2.675], [0.155, -3.423, -2.908], [1.585, -2.569, -2.366], [1.568, -4.186, -0.354], [-0.107, -4.543, -0.852], [-0.625, -2.720, 0.531], [-0.230, -1.868, -0.924], [1.530, -2.377, 1.520], [2.156, -1.663, 0.000], [0.570, -0.407, 2.108], [-0.184, -0.210, 0.535], [1.972, 1.281, 1.670], [2.668, 0.396, 0.301], [0.084, 1.851, -0.200], [1.528, 2.842, 0.071], [1.519, 2.617, -2.166], [2.670, 1.388, -1.652], [1.200, -0.359, -1.805], [-0.196, 0.577, -1.908], [1.906, -0.108, -3.973], [0.401, -0.823, -3.789], [-0.870, -0.858, -5.494], [0.726, -1.154, -5.777], [-0.472, 0.591, -7.982], [0.489, -0.863, -8.015], [-1.547, -1.297, -8.890], [-2.470, -0.733, -7.516], [-3.101, -3.555, -6.890], [-1.930, -4.355, -7.920], [-2.900, -3.039, -8.557], [2.531, -0.214, -7.787], [4.117, 0.777, -6.594], [1.451, 1.657, -8.024], [2.043, 3.870, -8.429], [2.407, 4.260, -6.810], [4.430, 3.655, -7.502], [5.023, 2.520, -9.410], [3.813, 3.738, -9.787], [3.351, 2.022, -9.651], [-0.686, 2.523, -7.897], [0.126, 4.019, -7.606], [0.411, 3.587, -5.271], [-2.166, 0.779, -6.341], [-3.082, -0.534, -4.714], [-3.294, 0.796, -3.616], [-1.765, -0.069, -3.673], [-3.117, 2.989, -6.369], [-3.620, 2.760, -4.663], [-4.255, 0.463, -6.406], [-4.929, 1.960, -6.954], [-6.608, 1.678, -5.560], [-5.829, 0.403, -4.652], [-5.563, 2.090, -4.240], [-1.382, -4.134, 5.639], [-1.299, -2.696, 5.061], [-1.402, -1.656, 6.179], [-2.812, -1.489, 6.735], [-3.787, -1.178, 5.603], [-3.747, -2.219, 4.483], [-2.347, -2.483, 4.014], [-1.978, -1.508, 3.250], [-4.428, -3.510, 4.983], [-4.615, -1.749, 3.319], [0.106, -2.609, 4.473], [-1.142, -4.145, 6.703], [-2.349, -4.610, 5.519], [-0.677, -4.796, 5.136], [-1.062, -0.685, 5.804], [-0.718, -1.921, 6.987], [-3.117, -2.388, 7.280], [-2.824, -0.673, 7.460], [-4.803, -1.112, 5.997], [-3.549, -0.189, 5.196], [-4.269, -4.333, 4.284], [-5.504, -3.356, 5.066], [-4.096, -3.822, 5.971], [-4.316, -0.770, 2.948], [-5.652, -1.668, 3.644], [-4.575, -2.459, 2.490], [0.223, -3.287, 3.625], [0.836, -2.889, 5.233], [0.360, -1.602, 4.143], [4.408, 0.251, 9.235], [3.630, 0.708, 7.974], [3.824, 2.209, 7.729], [3.039, 3.094, 8.693], [1.558, 2.719, 8.661], [1.320, 1.235, 8.943], [2.181, 0.357, 8.087], [1.666, 0.295, 6.901], [1.562, 0.975, 10.445], [-0.151, 0.900, 8.724], [4.292, -0.044, 6.822], [5.200, 0.956, 9.488], [3.793, 0.123, 10.119], [4.874, -0.722, 9.073], [3.514, 2.452, 6.708], [4.887, 2.448, 7.787], [3.443, 3.009, 9.705], [3.154, 4.140, 8.404], [1.008, 3.317, 9.391], [1.151, 2.978, 7.679], [1.576, -0.095, 10.660], [0.758, 1.415, 11.034], [2.482, 1.418, 10.820], [-0.490, 1.159, 7.721], [-0.774, 1.456, 9.423], [-0.333, -0.165, 8.884], [4.125, -1.119, 6.907], [5.367, 0.136, 6.849], [3.929, 0.281, 5.848]], "lowdin_spin": [0.00, 0.00, 0.00, 0.00, 0.00, 0.00, 0.00, 0.00, 0.00, 0.00, 0.00, 0.00, 0.00, 0.00, 0.00, 0.00, 0.00, 0.00, 0.00, 0.00, 0.00, 0.00, 0.00, 0.00, 0.00, 0.00, 0.00, 0.00, 0.00, 0.00, 0.00, 0.00, 0.00, 0.00, 0.00, 0.00, 0.00, 0.00, 0.00, 0.00, 0.00, 0.00, 0.00, 0.00, 0.00, 0.00, 0.00, 0.00, 0.00, 0.00, 0.00, 0.00, 0.00, 0.00, 0.00, 0.00, 0.00, 0.00, 0.00, 0.00, 0.00, 0.00, 0.00, 0.00, 0.00, 0.00, 0.00, 0.00, 0.00, 0.00, 0.00, 0.00, 0.00, 0.00, 0.00, 0.00, 0.00, 0.00, 0.00, 0.00, 0.00, 0.00, 0.00, 0.00, 0.00, 0.00, 0.00, 0.00, 0.03, 0.02, 0.00, 0.01, 0.03, 0.36, 0.54, 0.00, 0.00, 0.00, 0.00, 0.00, 0.00, 0.00, 0.00, 0.00, 0.00, 0.00, 0.00, 0.00, 0.00, 0.00, 0.00, 0.00, 0.00, 0.00, 0.00, 0.00, 0.00, 0.03, 0.02, 0.00, 0.01, 0.03, 0.36, 0.54, 0.00, 0.00, 0.00, 0.00, 0.00, 0.00, 0.00, 0.00, 0.00, 0.00, 0.00, 0.00, 0.00, 0.00, 0.00, 0.00, 0.00, 0.00, 0.00, 0.00, 0.00], "e_tot_ha": -7838.62401, "multiplicity": 3, "mol_weight_g_mol": 948.00, "homo_lumo_gap_ev": [5.18, 6.06], "charge": 1}

- Number 2 is which compound?
  C3H4InO4